Below is 10 unconnected molecules or ions with the total composition C36H100N8O10, with properties calculated with ωB97M-V/def2-TZVPD.

As for the SMILES: COC[C@H](C)N.COC[C@H](C)N.COC[C@H](C)N.COC[C@H](C)N.COC[C@H](C)N.COC[C@H](C)N.COC[C@H](C)N.COC[C@H](C)N.CCO.CCO. As for the HOMO energy: -8.57 eV. The total energy is -2621.79917 a.u. Its LUMO energy is 0.572 eV.

Each line ends with the Mulliken charge.
CARTESIAN COORDINATES (ANGSTROEM)
1 C -0.92 -3.42 -3.05  -0.493
2 O 0.20 -4.25 -3.42  -0.463
3 C 1.39 -4.13 -2.71  0.344
4 C 2.48 -5.13 -3.21  0.275
5 C 3.76 -4.78 -2.39  -1.012
6 N 2.80 -4.92 -4.60  -0.762
7 H -1.81 -3.52 -3.67  0.397
8 H -0.72 -2.36 -3.22  0.139
9 H -1.18 -3.57 -2.00  0.227
10 H 1.86 -3.16 -2.81  -0.174
11 H 1.18 -4.36 -1.67  0.071
12 H 2.23 -6.18 -3.01  0.373
13 H 3.96 -3.70 -2.34  -0.115
14 H 4.66 -5.30 -2.71  0.421
15 H 3.63 -5.04 -1.34  0.357
16 H 1.93 -4.93 -5.11  0.335
17 H 3.09 -3.97 -4.78  0.207
18 C -4.18 0.06 3.95  -0.349
19 O -2.92 0.55 4.44  -0.484
20 C -1.79 -0.11 3.90  1.027
21 C -0.53 0.55 4.53  0.138
22 C -0.65 2.04 4.88  -1.394
23 N 0.59 0.35 3.65  0.163
24 H -4.92 0.70 4.43  0.316
25 H -4.36 -1.00 4.14  0.030
26 H -4.30 0.28 2.89  0.084
27 H -1.78 -1.18 4.12  0.319
28 H -1.84 0.06 2.83  -0.885
29 H -0.41 -0.03 5.44  0.137
30 H -0.97 2.65 4.03  0.187
31 H 0.25 2.46 5.32  0.348
32 H -1.43 2.10 5.64  0.488
33 H 0.53 1.11 2.99  -0.651
34 H 1.47 0.42 4.13  0.303
35 C 5.07 -0.17 -4.77  -0.700
36 O 4.96 0.82 -3.73  -0.569
37 C 4.10 0.45 -2.67  -0.619
38 C 4.92 -0.42 -1.69  1.025
39 C 4.09 -1.23 -0.68  -1.552
40 N 5.95 0.36 -1.04  -0.812
41 H 4.18 -0.17 -5.39  0.275
42 H 5.25 -1.17 -4.37  0.336
43 H 5.91 0.15 -5.38  0.260
44 H 3.83 1.35 -2.12  0.216
45 H 3.19 -0.08 -2.94  0.299
46 H 5.42 -1.15 -2.33  0.211
47 H 3.37 -1.90 -1.14  -0.074
48 H 3.54 -0.66 0.07  0.307
49 H 4.83 -1.83 -0.16  0.657
50 H 6.52 -0.28 -0.50  0.267
51 H 6.61 0.82 -1.66  0.247
52 C 0.14 -3.58 6.71  -0.951
53 O 0.24 -3.22 5.35  -0.066
54 C 1.57 -3.06 4.76  -1.195
55 C 1.48 -3.19 3.20  0.547
56 C 2.81 -2.80 2.52  -1.317
57 N 0.40 -2.41 2.62  1.235
58 H 0.85 -4.33 7.07  0.318
59 H -0.85 -3.97 6.94  0.244
60 H 0.31 -2.65 7.26  0.348
61 H 1.90 -2.09 5.14  0.306
62 H 2.27 -3.77 5.19  0.584
63 H 1.23 -4.21 2.89  0.527
64 H 3.64 -3.38 2.93  0.562
65 H 2.90 -1.72 2.64  0.176
66 H 2.82 -3.03 1.46  0.035
67 H 0.52 -1.46 2.94  -0.697
68 H -0.30 -2.73 3.27  -0.364
69 C -0.25 4.69 -1.53  -0.485
70 O -0.10 4.13 -0.28  0.253
71 C 0.60 4.74 0.85  -1.304
72 C 0.92 3.69 1.92  2.258
73 C 1.54 4.19 3.21  -1.802
74 N 1.61 2.57 1.41  -0.295
75 H -0.77 5.64 -1.60  0.352
76 H -0.73 4.06 -2.28  -0.217
77 H 0.78 4.84 -1.87  0.190
78 H 1.51 5.08 0.36  0.418
79 H 0.05 5.57 1.30  0.324
80 H -0.05 3.35 2.30  -1.000
81 H 0.77 4.81 3.69  0.383
82 H 2.38 4.85 3.03  0.463
83 H 1.84 3.38 3.87  0.332
84 H 2.53 2.93 1.19  0.385
85 H 1.35 2.32 0.47  -0.179
86 C -3.36 -4.08 4.57  -0.747
87 O -2.75 -3.47 3.43  0.053
88 C -3.55 -3.62 2.29  -1.485
89 C -2.86 -2.89 1.17  3.216
90 C -3.74 -2.58 -0.01  -1.726
91 N -1.76 -3.71 0.74  -0.751
92 H -3.25 -5.16 4.51  0.287
93 H -4.38 -3.71 4.69  0.400
94 H -2.69 -3.79 5.37  -0.044
95 H -3.70 -4.68 2.12  0.412
96 H -4.54 -3.20 2.48  0.475
97 H -2.45 -1.94 1.51  -1.217
98 H -4.47 -1.83 0.31  0.340
99 H -4.44 -3.37 -0.26  0.390
100 H -3.19 -2.19 -0.87  0.277
101 H -1.17 -3.76 1.55  0.285
102 H -1.15 -3.23 0.09  -0.190
103 C -6.06 1.41 0.21  -0.500
104 O -5.63 1.71 1.51  -0.320
105 C -4.94 3.01 1.65  -1.245
106 C -3.57 3.09 0.90  1.878
107 C -2.55 2.19 1.48  0.400
108 N -3.15 4.48 0.84  -0.896
109 H -6.44 2.35 -0.20  0.370
110 H -6.84 0.64 0.28  0.321
111 H -5.27 1.17 -0.50  -0.044
112 H -5.62 3.83 1.44  0.430
113 H -4.84 3.10 2.73  0.297
114 H -3.73 2.79 -0.14  -0.490
115 H -2.74 1.12 1.34  -0.334
116 H -2.30 2.35 2.53  -0.012
117 H -1.61 2.40 0.96  -0.297
118 H -3.59 5.12 0.18  0.315
119 H -2.18 4.44 0.57  -0.099
120 C -0.36 2.43 -4.47  -0.590
121 O 0.81 3.17 -4.20  -0.116
122 C 2.01 2.84 -4.89  -0.707
123 C 3.18 3.63 -4.38  1.199
124 C 3.04 5.12 -4.46  -1.381
125 N 4.36 3.16 -5.12  -0.852
126 H -0.83 2.63 -5.44  0.356
127 H -1.15 2.72 -3.78  -0.036
128 H -0.16 1.36 -4.40  0.296
129 H 2.19 1.78 -4.73  0.133
130 H 1.75 3.01 -5.94  0.355
131 H 3.22 3.34 -3.33  -0.276
132 H 2.78 5.52 -5.44  0.289
133 H 3.99 5.50 -4.10  0.441
134 H 2.31 5.49 -3.75  0.245
135 H 4.50 2.22 -4.80  0.524
136 H 5.21 3.64 -4.85  0.284
137 C -3.01 0.24 -3.49  -0.445
138 C -4.06 1.33 -3.49  0.151
139 O -5.10 0.64 -4.09  -0.571
140 H -2.54 0.05 -4.46  0.377
141 H -3.36 -0.72 -3.10  0.491
142 H -2.21 0.37 -2.76  -0.318
143 H -3.83 2.22 -4.09  0.352
144 H -4.37 1.60 -2.48  -0.367
145 H -5.20 0.91 -5.01  0.341
146 C 0.31 0.18 -1.42  -0.221
147 C 0.15 -0.62 -0.13  1.144
148 O 0.35 -2.00 -0.46  0.236
149 H -0.20 -0.33 -2.23  -0.177
150 H 1.35 0.16 -1.74  -0.662
151 H 0.05 1.23 -1.28  0.289
152 H -0.90 -0.58 0.16  -0.497
153 H 0.73 -0.11 0.64  0.073
154 H 0.58 -2.48 0.34  -0.151